The molecule C3H10N2O in a non-equilibrium geometry, computed with the ωB97M-V functional and the def2-TZVPD basis.

Geometry as XYZ:
```
16
Properties=species:S:1:pos:R:3:forces:R:3
C 0.09756 1.56675 -0.36776 0.090 0.184 -0.315
C -0.14404 0.11780 0.04438 0.069 0.202 -0.303
N -0.07529 -0.06353 1.47925 0.745 0.392 0.860
N -1.51587 -0.25686 -0.20430 -0.604 -0.477 -0.997
C 0.85883 -0.84527 -0.64741 -0.042 -0.450 0.774
O 0.65893 -2.17864 -0.16097 -0.235 0.562 0.216
H -0.00543 1.69160 -1.45190 0.027 -0.008 0.095
H -0.61294 2.25038 0.11280 0.027 -0.311 -0.041
H 1.10610 1.89371 -0.08919 -0.077 -0.142 -0.065
H 0.74220 0.42258 1.84405 -0.012 -0.208 0.063
H -0.88142 0.43270 1.86245 0.149 -0.295 0.004
H -1.65466 -0.36355 -1.20851 -0.153 0.173 0.107
H -1.62621 -1.20345 0.16314 -0.088 0.205 -0.050
H 1.89371 -0.56138 -0.42678 0.004 0.272 -0.072
H 0.72462 -0.85434 -1.73411 -0.091 0.061 0.174
H 0.43392 -2.04848 0.78487 0.189 -0.162 -0.448
```
Positions in Å, forces in eV/Å.

## Properties
- SMILES = CC(N)(N)CO
- E_LUMO (Ha) = 0.03410
- energy above the lowest of the compared OMol25 structures with the same formula, charge and spin (kJ/mol) = 56.5

A cluster of 2 separate species, C3H10N2O in total in a non-equilibrium geometry, computed with the ωB97M-V functional and the def2-TZVPD basis.

Geometry as XYZ:
```
16
Properties=species:S:1:pos:R:3:forces:R:3
C 0.09412 0.71161 1.77975 1.441 0.169 0.067
C 0.12201 -0.29254 2.64961 -1.019 0.157 1.179
N 0.50612 -1.63475 2.35599 0.066 -0.290 -0.366
H -0.09264 1.75826 2.12207 0.178 -1.074 -0.623
H 0.60708 0.43142 0.83863 -0.788 0.888 0.139
H -0.18565 -0.05161 3.71632 0.255 -0.848 -1.303
H -0.28022 -2.27068 2.18729 0.157 0.484 0.569
H 1.07474 -1.74212 1.50821 -0.257 0.589 0.417
N 0.35286 1.39911 -2.46963 -1.495 0.488 0.149
C -0.33032 0.16303 -2.48898 -1.281 -2.406 -0.721
O -0.74598 -0.42936 -1.15684 1.009 1.543 -2.030
H 0.20849 2.10469 -3.18641 -0.285 -0.659 0.328
H 1.25492 1.40686 -2.10930 1.708 -0.121 0.521
H -1.29102 0.29717 -3.09839 1.405 -0.235 0.707
H 0.27374 -0.71159 -2.90926 -0.773 1.161 0.343
H -0.92932 0.36926 -0.66117 -0.320 0.155 0.626
```
Positions in Å, forces in eV/Å.

## Properties
- SMILES = C=CN.NCO
- E_LUMO (Ha) = 0.03561
- energy above the lowest of the compared OMol25 structures with the same formula, charge and spin (kJ/mol) = 229.0

A cluster of 2 separate species, C3H10N2O in total in a non-equilibrium geometry, computed with the ωB97M-V functional and the def2-TZVPD basis.

Geometry as XYZ:
```
16
Properties=species:S:1:pos:R:3:forces:R:3
C -2.17818 0.77543 -1.09002 0.943 -1.357 -1.050
C -0.75211 0.46055 -1.48798 0.481 1.099 0.208
O -0.32929 -0.57162 -1.92472 -0.325 -0.524 -0.266
H -2.49024 -0.15437 -0.60612 -0.421 0.555 0.623
H -2.75973 0.79944 -2.01258 -0.149 0.431 0.029
H -2.14692 1.71493 -0.55474 -0.641 -0.124 0.346
H -0.03764 1.28451 -1.27813 0.010 -0.048 -0.174
N 0.70881 -0.63300 2.49196 0.502 0.693 -0.173
C 0.60576 -0.43615 1.04716 0.311 -0.892 -0.290
N 1.68610 0.35526 0.46099 0.570 0.460 0.349
H 1.59857 -1.09687 2.67542 -0.222 -0.270 -0.040
H 0.88631 0.30232 2.86645 -0.418 -0.173 0.283
H 0.58836 -1.42104 0.56255 -0.137 0.224 0.099
H -0.34488 0.04135 0.81145 -0.059 0.033 0.375
H 2.23916 0.74441 1.21983 -0.170 0.253 -0.110
H 2.36429 -0.17151 -0.07073 -0.276 -0.359 -0.209
```
Positions in Å, forces in eV/Å.

## Properties
- SMILES = CC=O.NCN
- E_LUMO (Ha) = 0.03566
- energy above the lowest of the compared OMol25 structures with the same formula, charge and spin (kJ/mol) = 155.7

A cluster of 2 separate species, C3H10N2O in total in a non-equilibrium geometry, computed with the ωB97M-V functional and the def2-TZVPD basis.

Geometry as XYZ:
```
16
Properties=species:S:1:pos:R:3:forces:R:3
C 1.82706 -0.98825 2.41892 -5.545 2.320 1.562
C 0.84422 -0.91643 1.42339 1.666 -0.418 -0.859
N -0.54455 -1.12887 1.28836 0.099 0.441 1.283
H 2.78805 -1.01812 2.06412 2.193 0.221 -0.572
H 1.61403 -0.50811 3.51698 0.473 -2.087 -2.608
H 1.25074 -0.78789 0.38123 -0.164 -0.422 1.049
H -1.08811 -0.61015 0.57838 0.794 -0.465 0.789
H -1.08681 -1.36190 2.12847 0.437 0.420 -0.573
N 0.29527 0.41213 -1.78945 -2.125 -1.010 1.402
C -0.74619 1.34959 -1.45379 -0.437 0.029 2.180
O -2.27426 1.09155 -1.59826 3.355 -0.123 -2.224
H 0.53909 0.37258 -2.73866 0.191 -0.250 -1.485
H -0.00374 -0.50934 -1.42216 0.720 0.518 -0.671
H -0.40711 2.30970 -1.86700 -0.847 -0.067 0.119
H -0.70812 1.32552 -0.35138 -0.075 0.839 -0.419
H -2.29957 0.96800 -2.57915 -0.735 0.053 1.028
```
Positions in Å, forces in eV/Å.

## Properties
- SMILES = C=CN.NCO
- E_LUMO (Ha) = 0.02881
- energy above the lowest of the compared OMol25 structures with the same formula, charge and spin (kJ/mol) = 307.5

The molecule C3H10N2O in a non-equilibrium geometry, computed with the ωB97M-V functional and the def2-TZVPD basis.

Geometry as XYZ:
```
16
Properties=species:S:1:pos:R:3:forces:R:3
C -2.24890 -0.01100 0.22011 0.552 0.993 1.450
N -0.76611 0.34709 0.43422 -2.492 -1.199 -1.369
C -0.16613 -0.53504 -0.54410 3.983 0.081 0.153
N 1.37739 -0.62401 -0.34507 -1.879 -0.351 -0.671
C 1.96017 0.68908 -0.25625 -0.459 0.416 0.418
O 1.64124 -1.33840 0.84322 -0.057 -0.027 0.156
H -2.80626 0.74609 0.77317 -0.252 -0.179 0.009
H -2.64544 -0.01755 -0.81258 0.647 -0.025 0.218
H -2.41660 -0.98589 0.69768 -0.003 0.300 -0.264
H -0.64977 1.31648 0.14342 -0.023 -0.215 0.010
H -0.26333 -0.20865 -1.59492 -0.269 -0.203 0.315
H -0.47082 -1.57055 -0.39113 -0.304 0.243 -0.130
H 1.85063 1.17937 -1.22089 0.058 0.028 -0.169
H 1.41384 1.30540 0.49441 0.666 -0.094 -0.102
H 3.01732 0.60280 -0.01234 -0.089 0.066 0.059
H 1.17276 -0.89523 1.57104 -0.079 0.167 -0.082
```
Positions in Å, forces in eV/Å.

## Properties
- SMILES = CNCN(C)O
- E_LUMO (Ha) = 0.03436
- energy above the lowest of the compared OMol25 structures with the same formula, charge and spin (kJ/mol) = 302.1

A cluster of 3 separate species, C3H10N2O in total in a non-equilibrium geometry, computed with the ωB97M-V functional and the def2-TZVPD basis.

Geometry as XYZ:
```
16
Properties=species:S:1:pos:R:3:forces:R:3
C -0.04672 0.49022 -0.57869 0.172 -0.740 -0.649
C -0.23962 -1.87055 1.34666 -0.136 0.232 -0.051
C 0.35899 1.46627 -1.64508 -0.126 -0.065 -0.052
N 0.89553 -0.27381 -0.00545 -0.727 0.879 0.636
N 0.80044 -0.85774 1.20718 0.483 -0.568 -0.205
O -1.29726 -0.07094 -0.70340 0.408 0.258 0.269
H -1.92620 0.58745 -1.01797 0.130 0.051 0.030
H 1.82652 0.10646 -0.13252 -0.127 0.041 -0.029
H -0.30699 1.18554 1.31625 0.415 -0.670 0.519
H 0.06817 0.52289 1.76035 -0.462 0.643 -0.649
H -0.13258 -2.27651 2.35236 -0.024 0.010 -0.040
H -0.09741 -2.69195 0.63619 0.025 0.030 0.024
H -1.25684 -1.48847 1.22273 -0.031 -0.087 0.060
H 1.37657 1.82432 -1.49363 -0.045 0.000 0.049
H -0.30872 2.32962 -1.62404 0.049 -0.005 0.037
H 0.28612 1.01720 -2.64092 -0.004 -0.009 0.050
```
Positions in Å, forces in eV/Å.

## Properties
- E_LUMO (Ha) = 0.02205
- energy above the lowest of the compared OMol25 structures with the same formula, charge and spin (kJ/mol) = 471.7

A cluster of 2 separate species, C3H10N2O2 in total in a non-equilibrium geometry, computed with the ωB97M-V functional and the def2-TZVPD basis.

Geometry as XYZ:
```
17
Properties=species:S:1:pos:R:3:forces:R:3
N -1.87244 1.37343 0.12054 -0.604 -1.739 -0.421
N -2.29357 -0.05354 0.02781 -1.394 3.652 0.302
O -2.48402 -0.46901 -1.08350 0.702 -0.114 0.033
O -2.55779 -0.56841 1.08050 0.651 -0.259 -0.003
H -1.83560 1.87768 -0.75585 -0.269 -0.457 0.097
H -2.04381 1.86386 0.98818 -0.286 -0.586 -0.080
C 0.69191 -1.34742 -0.71804 -0.229 0.042 -0.092
C 0.76496 0.05160 -0.13692 -1.648 1.358 1.866
C 2.00408 0.25407 0.72533 0.293 0.003 -0.451
H 1.53552 -1.50966 -1.39199 0.111 -0.027 0.073
H -0.20617 -1.51154 -1.31026 -0.080 0.008 0.029
H 0.72816 -2.11120 0.05855 0.012 -0.006 0.060
H 0.72244 0.80649 -0.92727 0.311 -0.099 -0.214
H -0.15712 0.44320 0.51909 2.411 -1.792 -1.376
H 2.09799 -0.52095 1.48554 -0.115 -0.018 0.077
H 2.00723 1.22585 1.21720 -0.010 0.031 0.035
H 2.89824 0.19556 0.10108 0.144 0.004 0.066
```
Positions in Å, forces in eV/Å.

## Properties
- SMILES = N[N+](=O)[O-].CCC
- E_LUMO (Ha) = 0.00990
- energy above the lowest of the compared OMol25 structures with the same formula, charge and spin (kJ/mol) = 499.6

A cluster of 2 separate species, C3H10N2O2 in total in a non-equilibrium geometry, computed with the ωB97M-V functional and the def2-TZVPD basis.

Geometry as XYZ:
```
17
Properties=species:S:1:pos:R:3:forces:R:3
C 1.25044 1.09167 0.36959 0.020 0.021 -0.082
N 0.14400 0.16349 0.54760 -1.025 0.426 -0.326
C -1.17276 0.78020 0.12371 0.966 -0.226 0.921
N 0.13888 -0.28644 1.89430 -0.061 0.050 0.184
H 1.31138 1.37767 -0.68069 0.010 -0.007 0.026
H 2.16895 0.59309 0.66713 0.029 0.022 -0.014
H 1.12313 1.99832 0.97352 -0.014 0.007 0.024
H -1.38456 1.64704 0.76341 -0.022 -0.043 -0.001
H -1.13707 1.12791 -0.90601 0.093 -0.205 -0.049
H -1.95666 0.03769 0.26873 0.031 0.028 -0.179
H -0.20873 0.43430 2.53160 -0.046 -0.073 -0.179
H -0.45877 -1.10362 1.96767 0.035 0.095 -0.021
O -0.24644 -2.39658 -3.04490 0.143 -0.292 -0.042
C -0.04900 -1.67159 -2.11478 -0.458 1.251 -0.064
O 0.33935 -2.02644 -0.91461 0.323 -0.031 1.050
H -0.22902 -0.56017 -2.18842 0.152 -0.498 -0.118
H 0.36688 -1.20656 -0.25783 -0.176 -0.526 -1.132
```
Positions in Å, forces in eV/Å.

## Properties
- SMILES = CN(C)N.O=CO
- E_LUMO (Ha) = 0.02082
- energy above the lowest of the compared OMol25 structures with the same formula, charge and spin (kJ/mol) = 205.6

The molecule C3H10N2O2, computed with the ωB97M-V functional and the def2-TZVPD basis.

Geometry as XYZ:
```
17
Properties=species:S:1:pos:R:3:forces:R:3
C 1.95808 -1.21579 -0.19504 0.063 0.017 0.059
N 0.73931 -0.47090 -0.46604 -0.097 0.374 0.089
C 0.07930 0.03719 0.70807 -0.222 -0.701 0.029
O 0.69004 1.21880 1.15073 0.251 0.201 -0.135
N -1.33414 0.29272 0.46888 0.089 0.241 0.201
C -1.59795 1.20988 -0.62540 -0.127 -0.168 0.020
O -1.98435 -0.93148 0.24863 -0.190 -0.188 0.031
H 2.37499 -1.54594 -1.14471 0.080 -0.089 0.054
H 2.71009 -0.62794 0.34248 0.030 -0.060 -0.010
H 1.70442 -2.09233 0.40103 0.088 -0.048 -0.027
H 0.95597 0.31527 -1.07247 -0.093 -0.075 -0.004
H 0.11168 -0.74349 1.48725 -0.006 0.141 -0.261
H 0.16359 1.58314 1.87007 -0.083 -0.046 0.064
H -1.00460 2.10681 -0.46396 -0.018 0.069 -0.030
H -1.35495 0.77723 -1.60413 0.001 0.004 -0.023
H -2.65608 1.46254 -0.59835 0.032 0.038 -0.092
H -1.55541 -1.37572 -0.50703 0.202 0.290 0.034
```
Positions in Å, forces in eV/Å.

## Properties
- SMILES = CN[C@@H](O)N(C)O
- E_LUMO (Ha) = 0.03398
- energy above the lowest of the compared OMol25 structures with the same formula, charge and spin (kJ/mol) = 278.9

A cluster of 2 separate species, C3H10N2O2 in total in a non-equilibrium geometry, computed with the ωB97M-V functional and the def2-TZVPD basis.

Geometry as XYZ:
```
17
Properties=species:S:1:pos:R:3:forces:R:3
N -0.14355 -2.89376 0.11382 1.039 0.074 0.214
C -0.78455 -1.74347 -0.52554 0.610 0.147 -3.375
C -0.25307 -0.34194 -0.06849 1.534 -2.532 1.035
C -1.03717 0.85760 -0.35386 -1.876 -0.152 -0.569
N -1.05664 1.09183 -1.72311 -1.242 0.026 -1.195
O -1.66829 1.50851 0.45042 0.607 0.163 -0.151
H 0.59638 -2.60312 0.74934 -0.210 0.036 0.023
H 0.32787 -3.51478 -0.54657 -0.401 0.375 0.102
H -0.53288 -1.78297 -1.69479 -0.996 -0.157 2.188
H -1.85189 -1.90434 -0.36162 -0.067 0.693 -0.255
H 0.74160 -0.18373 -0.54944 -0.483 -0.339 0.673
H -0.17918 -0.56255 0.99636 0.389 0.985 0.272
H -1.83660 1.67252 -2.02513 0.325 0.446 0.483
H -1.17627 0.24696 -2.29694 0.786 0.240 0.557
O 3.00181 3.19723 2.94784 -0.061 -0.078 0.013
H 2.23140 3.16409 2.37078 0.060 0.040 0.034
H 3.62104 3.79193 2.51694 -0.014 0.034 -0.049
```
Positions in Å, forces in eV/Å.

## Properties
- SMILES = NCCC(N)=O.O
- E_LUMO (Ha) = 0.02602
- energy above the lowest of the compared OMol25 structures with the same formula, charge and spin (kJ/mol) = 141.2

It is found that the frontier orbital gap values, taken in the order of the records, are 10.57; 9.86; 10.21; 8.86; 9.89; 7.96; 10.44; 10.40; 10.20; 10.45 eV.